(a)
Computed, not measured: 2 unconnected molecules or ions with the total composition C11H11N, with ωB97M-V/def2-TZVPD.

```
! wB97M-V def2-TZVPD RIJCOSX def2/J DEFGRID3
* xyz 0 1
C -2.78 0.95 0.56
C -1.62 0.38 1.04
C -1.12 -0.74 0.39
C -1.79 -1.17 -0.74
C -2.96 -0.53 -1.14
C 2.93 -0.74 -0.18
C 1.83 -1.14 0.59
C 0.81 -0.13 0.79
C 1.00 1.07 0.10
C 1.99 1.38 -0.76
C 3.06 0.46 -0.76
H -3.19 1.84 1.06
H -1.12 0.80 1.93
H -0.23 -1.25 0.78
H -1.44 -2.06 -1.27
H -3.51 -0.90 -2.01
H 3.81 -1.33 -0.26
H 1.75 -2.02 1.18
H 0.05 -0.15 1.62
H -0.12 1.42 -0.10
H 2.22 2.44 -1.16
H 3.89 0.90 -1.14
N -3.46 0.53 -0.51
*
```

The value obtained for the orbital gap is 8.44 eV. For the HOMO energy, the calculation gives -8.24 eV. The structure (SMILES) is c1ccccc1.c1ccncc1.

***

(b)
Computed, not measured: 2 unconnected molecules or ions with the total composition C11H11N, with ωB97M-V/def2-TZVPD.

```
! wB97M-V def2-TZVPD RIJCOSX def2/J DEFGRID3
* xyz 0 1
C -1.23 1.23 0.76
C -2.15 1.08 -0.22
C -2.59 -0.24 -0.48
C -1.99 -1.41 -0.08
C -0.77 -1.24 0.82
C -0.56 0.05 1.31
C 2.88 -0.05 0.60
C 2.22 1.25 0.11
C 1.35 1.16 -0.88
C 0.86 -0.13 -1.31
C 1.38 -1.28 -0.75
H -0.89 2.16 1.03
H -2.77 1.95 -0.62
H -3.56 -0.15 -1.10
H -2.59 -2.41 -0.06
H -0.45 -2.14 1.21
H 0.35 -0.09 2.08
H 3.92 -0.22 1.17
H 2.50 2.20 0.50
H 0.73 2.10 -1.12
H 0.22 -0.36 -2.02
H 0.63 -2.14 -1.06
N 2.53 -1.30 0.11
*
```

The value obtained for the orbital gap is 9.39 eV. For the HOMO energy, the calculation gives -8.79 eV. The structure (SMILES) is c1ccccc1.c1ccncc1.

***

Most stable = (b)

***

(a)
Computed, not measured: a molecular structure, C3H8NO2S2, with ωB97M-V/def2-TZVPD.

```
! wB97M-V def2-TZVPD RIJCOSX def2/J DEFGRID3
* xyz 1 1
C -1.77 -0.40 0.10
C 0.95 1.12 0.35
C 1.53 -0.12 -0.14
N 2.48 -0.29 -1.09
O -2.89 -0.63 -0.54
O -1.07 -1.57 0.27
S -4.30 0.47 -0.36
S -0.49 0.85 -0.90
H 0.67 1.01 1.41
H 1.33 2.12 0.18
H 0.93 -0.96 0.29
H -5.19 -0.49 -0.80
H 2.73 -1.18 -1.48
H 2.97 0.52 -1.36
H -1.41 -2.14 -0.41
H -1.70 0.31 1.08
*
```

The value obtained for the orbital gap is 8.92 eV. For the HOMO energy, the calculation gives -13.09 eV.

***

(b)
Computed, not measured: a gas-phase ion, C3H8NO2S2 (charge +1), with ωB97M-V/def2-TZVPD.

```
! wB97M-V def2-TZVPD RIJCOSX def2/J DEFGRID3
* xyz 1 1
N -1.23 1.67 -0.23
C 0.10 1.07 0.20
C 1.11 2.13 -0.14
O 2.27 1.87 0.48
O 0.99 3.04 -0.93
C 0.31 -0.34 -0.26
S -0.65 -1.46 0.79
S -1.04 -3.01 -0.32
H -1.21 2.67 -0.02
H -2.09 1.18 0.08
H -1.42 1.45 -1.22
H 0.12 1.04 1.31
H 3.04 2.08 -0.04
H 0.07 -0.34 -1.34
H 1.35 -0.63 -0.35
H -0.15 -3.94 0.12
*
```

The value obtained for the orbital gap is 9.45 eV. For the HOMO energy, the calculation gives -13.08 eV. The structure (SMILES) is [NH3+][C@@H](CSS)C(=O)O.

***

Most stable = (b)

***

(a)
Computed, not measured: C24H22N2O4 in the gas phase, with ωB97M-V/def2-TZVPD.

```
! wB97M-V def2-TZVPD RIJCOSX def2/J DEFGRID3
* xyz 0 1
C 5.27 -1.24 1.25
H 6.22 -1.22 0.72
O 4.33 -0.77 0.31
C 3.00 -0.66 0.60
C 2.25 -0.19 -0.47
C 0.88 0.00 -0.39
C 0.24 -0.28 0.81
C 0.97 -0.75 1.88
C 2.34 -0.95 1.81
O 3.09 -1.42 2.88
C 2.41 -1.74 4.07
H 1.92 -0.87 4.51
H 1.66 -2.53 3.92
C 3.43 -2.27 5.10
O 3.10 -2.60 6.20
O 4.68 -2.33 4.66
H 4.73 -2.01 3.74
H 0.45 -0.96 2.80
H -0.82 -0.14 0.91
C 0.11 0.53 -1.57
N -1.21 -0.10 -1.68
N -2.22 0.77 -1.55
C -1.77 1.97 -1.39
C -2.63 3.11 -1.22
C -4.02 2.95 -1.24
C -4.85 4.04 -1.08
C -4.32 5.31 -0.91
C -2.95 5.48 -0.89
C -2.11 4.39 -1.05
H -1.04 4.54 -1.03
H -2.53 6.47 -0.76
H -4.97 6.16 -0.79
H -5.93 3.91 -1.10
H -4.42 1.96 -1.37
C -0.25 2.02 -1.40
H 0.11 2.63 -2.22
H 0.14 2.42 -0.46
C -1.44 -1.44 -1.88
C -0.39 -2.34 -2.04
C -0.65 -3.68 -2.24
C -1.96 -4.15 -2.30
C -3.00 -3.25 -2.15
C -2.76 -1.91 -1.94
H -3.56 -1.21 -1.83
H -4.02 -3.60 -2.19
H -2.15 -5.20 -2.46
H 0.17 -4.37 -2.36
H 0.63 -2.00 -1.99
H 0.67 0.36 -2.50
H 2.78 0.02 -1.39
H 5.33 -0.59 2.12
H 5.06 -2.27 1.55
*
```

The value obtained for the orbital gap is 7.72 eV. For the HOMO energy, the calculation gives -7.29 eV. The structure (SMILES) is COc1cc([C@@H]2CC(c3ccccc3)=NN2c2ccccc2)ccc1OCC(=O)O.

***

(b)
Computed, not measured: a molecular structure, C24H22N2O4, with ωB97M-V/def2-TZVPD.

```
! wB97M-V def2-TZVPD RIJCOSX def2/J DEFGRID3
* xyz 0 1
C -6.12 -0.95 -2.35
H -6.71 0.11 -2.29
H -6.60 -1.54 -1.68
O -4.71 -0.70 -2.34
C -4.00 0.03 -1.21
C -2.57 -0.08 -1.38
C -1.72 0.38 -0.33
C -2.36 1.02 0.62
C -3.70 0.87 0.80
C -4.62 0.30 -0.05
O -5.93 0.02 -0.09
C -6.44 0.64 1.12
H -6.13 0.26 2.25
H -6.40 1.62 1.34
H -7.57 0.54 1.12
H -4.10 1.04 1.89
C -1.57 1.54 1.91
C -0.19 1.19 2.14
N -0.04 2.12 2.97
N -0.93 2.74 3.45
C -1.88 2.61 2.60
H -2.78 2.85 2.69
H 0.92 2.01 3.53
C 0.76 0.08 1.57
C 0.31 -0.93 1.10
C 1.13 -1.99 0.89
C 2.56 -1.55 0.75
C 2.86 -0.36 0.59
C 2.11 0.54 1.28
O 2.45 1.87 1.39
H 1.71 2.51 1.36
H 3.96 0.14 0.45
O 3.29 -2.67 0.12
C 4.71 -2.26 -0.13
C 4.82 -1.42 -1.39
C 3.68 -1.54 -2.55
C 3.86 -0.45 -3.59
C 4.98 -0.05 -3.57
C 6.02 0.13 -2.77
C 5.98 -0.80 -1.70
H 6.61 -0.76 -0.72
H 6.99 0.52 -2.83
H 5.19 0.81 -4.51
H 3.16 -0.55 -4.11
H 2.99 -2.02 -2.37
H 5.07 -1.84 0.69
H 5.04 -3.29 -0.33
H 0.82 -2.98 0.94
H -0.72 -1.29 1.48
H -0.65 0.47 -0.73
H -2.27 -0.38 -2.47
H -6.31 -1.30 -3.43
*
```

The value obtained for the orbital gap is 8.34 eV. For the HOMO energy, the calculation gives -7.89 eV.

***

Most stable = (a)

***

(a)
Computed, not measured: 3 unconnected molecules or ions with the total composition CH8N2O, with ωB97M-V/def2-TZVPD.

```
! wB97M-V def2-TZVPD RIJCOSX def2/J DEFGRID3
* xyz 0 1
N 1.44 0.34 -2.97
H 1.06 -0.54 -2.67
H 2.44 0.36 -2.89
H 0.06 0.41 3.65
H 1.02 1.14 -2.53
N -1.85 -0.71 -0.09
C -0.83 -0.58 0.80
O 0.32 0.00 0.72
H -2.31 0.16 -0.37
H 0.68 0.77 3.50
H -1.35 0.17 1.47
H -0.68 -1.52 1.38
*
```

The value obtained for the orbital gap is 6.71 eV. For the HOMO energy, the calculation gives -9.54 eV.

***

(b)
Computed, not measured: 3 unconnected molecules or ions with the total composition CH8N2O, with ωB97M-V/def2-TZVPD.

```
! wB97M-V def2-TZVPD RIJCOSX def2/J DEFGRID3
* xyz 0 1
N 2.16 0.28 -0.26
H 1.91 -0.61 -0.69
H 1.45 1.00 -0.53
H 2.18 -2.80 0.86
H 2.45 0.28 0.70
N -1.35 -0.63 -0.96
C -1.19 -0.10 0.35
O -0.69 1.11 0.57
H -0.50 -0.40 -1.55
H 1.66 -2.30 1.15
H -0.18 -0.64 0.92
H -2.02 -0.39 1.03
*
```

The value obtained for the orbital gap is 6.64 eV. For the HOMO energy, the calculation gives -9.67 eV.

***

(c)
Computed, not measured: 2 unconnected molecules or ions with the total composition CH8N2O, with ωB97M-V/def2-TZVPD.

```
! wB97M-V def2-TZVPD RIJCOSX def2/J DEFGRID3
* xyz 0 1
N 0.42 1.60 1.51
C 0.41 1.04 0.17
N 0.16 -0.41 0.07
H 1.06 1.10 2.12
H -0.50 1.47 1.90
H 1.29 1.29 -0.42
H -0.45 1.51 -0.32
H -0.07 -0.76 1.00
H 1.03 -0.91 -0.10
H -1.12 -1.48 -1.36
H -1.04 -2.12 -2.74
O -1.20 -2.33 -1.81
*
```

The value obtained for the orbital gap is 10.50 eV. For the HOMO energy, the calculation gives -9.55 eV. The structure (SMILES) is NCN.O.

***

Most stable = (c)

***

(a)
Computed, not measured: a gas-phase ion, C6H7O3 (charge -1), with ωB97M-V/def2-TZVPD.

```
! wB97M-V def2-TZVPD RIJCOSX def2/J DEFGRID3
* xyz -1 1
C 1.84 -1.66 0.33
C -0.14 1.62 -1.64
C 0.86 -0.93 -0.25
C -0.38 1.32 -0.36
C -1.61 -0.50 0.50
C -0.10 -0.08 0.47
O -2.07 -0.91 -0.50
O -2.14 -0.20 1.57
O 0.25 0.27 1.79
H 2.54 -2.38 -0.22
H 1.94 -1.57 1.38
H -0.70 2.55 -1.93
H 0.59 0.99 -2.18
H 1.02 -0.74 -1.34
H -1.22 1.87 0.26
H -0.67 0.35 2.12
*
```

The value obtained for the orbital gap is 8.38 eV. For the HOMO energy, the calculation gives -4.40 eV. The structure (SMILES) is C=CC(O)(C=C)C(=O)[O-].

***

(b)
Computed, not measured: 2 unconnected molecules or ions with the total composition C6H7O3, with ωB97M-V/def2-TZVPD.

```
! wB97M-V def2-TZVPD RIJCOSX def2/J DEFGRID3
* xyz -1 1
C 2.14 0.66 -0.58
C -1.94 -0.11 -1.57
C 1.23 -0.24 -0.27
C -1.40 -0.82 -0.63
C -0.05 -0.55 1.95
C 0.03 0.19 0.55
O 0.52 -1.65 2.08
O -0.59 0.20 2.76
O -0.27 1.55 0.61
H 3.06 0.49 -1.12
H 2.03 1.74 -0.29
H -2.51 -0.57 -2.52
H -1.63 0.83 -1.74
H 1.35 -1.34 -0.30
H -1.45 -1.90 -0.49
H -0.52 1.51 1.57
*
```

The value obtained for the orbital gap is 8.27 eV. For the HOMO energy, the calculation gives -4.36 eV.

***

Most stable = (a)